C43H123N7O22 | wB97M-V/def2-TZVPD

The geometry in XYZ format:
```
195
Properties=species:S:1:pos:R:3
C 1.4840 -11.5914 3.9174
O 2.7699 -11.9206 3.4442
C 3.5907 -12.4974 4.4397
C 3.9195 -11.6854 5.6998
N 4.6293 -10.4440 5.3906
C 3.7951 -9.3737 4.8564
C 4.5617 -8.1064 4.5703
O 4.6667 -7.3650 5.7890
C 5.3459 -6.1508 5.5786
H 1.0964 -12.3850 4.5676
H 0.7905 -11.6047 3.0762
H 1.4174 -10.6263 4.4192
H 4.5767 -12.7277 4.0369
H 3.0852 -13.4376 4.6949
H 4.6384 -12.3048 6.2392
H 3.0652 -11.4776 6.3586
H 5.0854 -10.0942 6.2236
H 3.1396 -8.9998 5.6628
H 3.2213 -9.7173 4.0043
H 4.0128 -7.4945 3.8450
H 5.5872 -8.2691 4.2185
H 4.8613 -5.6238 4.7478
H 6.4040 -6.2895 5.3461
H 5.2178 -5.4420 6.3954
C -3.2659 7.8503 5.8242
O -2.6282 6.6023 5.9423
C -3.2984 5.6905 6.7667
C -4.5068 4.9698 6.1649
N -4.0605 4.1249 5.0652
C -5.1915 3.4860 4.3881
C -4.7351 2.6148 3.2459
O -4.6087 3.4081 2.0840
C -4.1911 2.7010 0.9454
H -3.3728 8.3654 6.7780
H -4.2717 7.7498 5.3844
H -2.8179 8.4177 5.0088
H -3.5778 6.1131 7.7415
H -2.5518 4.9299 7.0085
H -5.2355 5.6780 5.7328
H -5.0469 4.4263 6.9422
H -3.5296 4.6934 4.4139
H -5.9760 4.2102 4.1298
H -5.7038 2.8605 5.1280
H -5.5021 1.8467 3.0742
H -3.7892 2.1145 3.4745
H -4.1308 3.4203 0.1315
H -4.8976 1.8929 0.7069
H -3.2204 2.2101 1.0848
C -4.9872 11.3071 -4.8649
O -4.0280 10.5191 -5.5022
C -2.8826 11.2437 -5.8546
C -1.9813 10.4655 -6.7858
N -1.1825 9.4169 -6.0988
C -1.8988 8.1698 -5.9602
C -1.0447 7.1623 -5.2245
O -1.6958 5.9252 -4.9970
C -0.7726 4.9575 -4.5787
H -5.4650 11.9448 -5.6259
H -4.8023 11.8975 -3.9614
H -5.8672 10.7320 -4.5493
H -2.3040 11.6553 -5.0161
H -3.1038 12.1741 -6.4099
H -1.2769 11.1834 -7.2157
H -2.4607 9.9344 -7.6067
H -0.8095 9.8264 -5.2537
H -2.1917 7.7845 -6.9390
H -2.8455 8.2655 -5.4109
H -0.6149 7.6008 -4.3120
H -0.1468 6.9010 -5.8032
H -0.0892 5.4672 -3.8843
H -0.0218 4.5953 -5.2985
H -1.1939 4.0534 -4.1482
C 3.0165 -4.6480 3.2466
O 2.1972 -3.8914 2.3956
C 2.7149 -2.6348 2.0210
C 2.1013 -2.1920 0.6911
N 0.6455 -2.1400 0.8086
C -0.0650 -1.7561 -0.4071
C -0.3840 -0.2556 -0.5305
O -1.5701 -0.0424 -1.2299
C -1.8086 1.2882 -1.5863
H 3.6298 -5.3503 2.6627
H 2.4342 -5.3034 3.9006
H 3.6624 -3.9994 3.8443
H 3.7512 -2.7866 1.6883
H 2.6917 -1.8834 2.8111
H 2.4186 -2.9224 -0.0597
H 2.5819 -1.2396 0.4705
H 0.2952 -3.0837 0.9488
H -1.0187 -2.2901 -0.3308
H 0.4202 -2.1547 -1.3089
H 0.4757 0.1576 -1.0728
H -0.3098 0.1274 0.4921
H -2.8635 1.4362 -1.8304
H -1.2025 1.7249 -2.3838
H -1.7543 1.9782 -0.7374
C -3.0372 0.8219 6.4600
O -1.7597 1.3419 6.7753
C -1.1795 2.0551 5.6961
C 0.3406 2.1135 5.8958
N 0.6959 0.6659 5.8537
C 2.0844 0.3583 6.2362
C 2.3364 -1.1323 6.3179
O 3.6192 -1.2504 6.9206
C 4.0620 -2.6066 7.0231
H -3.0650 0.2126 5.5529
H -3.8090 1.5885 6.3914
H -3.2553 0.1347 7.2766
H -1.6458 3.0418 5.6824
H -1.2782 1.5434 4.7344
H 0.5560 2.6683 6.8192
H 0.8133 2.6359 5.0606
H -0.0038 0.4158 6.5551
H 2.2189 0.8796 7.1927
H 2.6864 0.8616 5.4756
H 2.3944 -1.5288 5.2961
H 1.5764 -1.6917 6.8712
H 3.8179 -3.2016 6.1451
H 3.7358 -3.0228 7.9754
H 5.1454 -2.4729 7.0454
C -1.5076 -4.8749 -2.4867
O -0.6536 -5.9914 -2.6328
C 0.0679 -6.0852 -3.8273
C -0.6813 -6.5474 -5.0592
N 0.0492 -6.0667 -6.2669
C -0.5979 -6.4814 -7.5383
C -0.9186 -7.9440 -7.6589
O -2.0822 -8.2723 -6.9194
C -2.9227 -9.2012 -7.5474
H -2.1682 -4.7748 -3.3520
H -0.9430 -3.9626 -2.2699
H -2.1047 -5.1377 -1.6127
H 0.9111 -6.7785 -3.6940
H 0.7596 -5.2285 -3.9052
H -1.6882 -6.1220 -5.1902
H -0.8444 -7.6195 -5.1384
H -0.0553 -5.0618 -6.1820
H -0.0070 -6.0331 -8.3374
H -1.5139 -5.8699 -7.5636
H -0.0248 -8.5191 -7.3991
H -1.1246 -8.1754 -8.7076
H -3.7315 -9.4303 -6.8593
H -2.4031 -10.1467 -7.7583
H -3.2920 -8.8899 -8.5311
C 1.9883 0.3255 -3.9387
O 2.8540 1.2725 -4.5087
C 2.2887 2.5383 -4.6772
C 3.4095 3.5391 -4.9540
N 2.9359 4.9323 -4.9211
C 4.0560 5.8598 -4.6860
C 3.5174 7.2801 -4.5590
O 4.5167 8.1581 -4.0965
C 4.6957 9.2987 -4.8842
H 2.4873 -0.6291 -3.7989
H 1.1025 0.2602 -4.5844
H 1.6171 0.6199 -2.9473
H 1.7433 2.8747 -3.7849
H 1.5610 2.5060 -5.5045
H 3.9377 3.3475 -5.8891
H 4.0363 3.3853 -4.0724
H 2.6581 5.1631 -5.8757
H 4.9474 5.8737 -5.3255
H 4.3895 5.5418 -3.6921
H 2.6918 7.2189 -3.8426
H 3.1131 7.6055 -5.5244
H 5.5821 9.8424 -4.5560
H 3.9093 10.0555 -4.7488
H 4.7576 9.1216 -5.9611
C -5.1883 0.3419 -4.8948
O -5.0383 0.4784 -3.4936
H -4.2150 0.0196 -5.2666
H -5.9905 -0.3293 -5.1994
H -5.3233 1.2710 -5.4611
H -5.6624 1.1392 -3.1789
O 5.1367 -2.7178 -0.7562
H 5.5131 -3.4736 -0.2909
H 5.0327 -3.0204 -1.6655
O -0.2781 -5.1715 1.7694
H -0.0829 -5.7874 1.0536
H 0.5931 -4.8921 2.1041
O -1.0597 4.4767 -0.9958
H -1.7837 4.9346 -1.4387
H -0.3599 5.1366 -0.9232
O -0.7301 2.8868 1.4773
H -0.6237 3.2082 0.5706
H -0.1422 2.1127 1.5251
O 1.4299 1.4625 2.6950
H 1.1835 1.0224 3.5251
H 2.1057 2.1008 2.9483
O -0.8020 -1.3991 3.5077
H -0.2478 -0.8662 4.0922
H -0.3386 -1.4173 2.6476
O -3.7024 -1.9516 -2.0383
H -3.1204 -1.7640 -1.2933
H -3.9201 -1.0792 -2.3919
```

Values from the calculation:
net charge	0
energy relative to the best compared isomer or geometry (same formula, charge and spin)	0.0	kcal per mole



C43H28AsBrF4N7O2Sn | wB97M-V/def2-TZVPD

The geometry in XYZ format:
```
87
Properties=species:S:1:pos:R:3
Sn -2.0032 -0.3392 -0.9982
O -5.3771 -3.2489 -0.6939
C -4.3055 -2.7416 -0.8974
O -3.9728 -1.5148 -1.0372
C -3.0706 -3.7018 -0.9647
C -3.2291 -4.9653 -1.5598
C -2.1211 -5.7673 -1.6212
C -0.8928 -5.3404 -1.0740
C 0.2928 -6.1110 -1.0861
C 1.4305 -5.6483 -0.4838
C 1.4411 -4.4052 0.1769
C 0.3162 -3.6237 0.1859
C -0.8552 -4.0600 -0.4517
N -1.9553 -3.2613 -0.4534
H -4.1953 -5.2656 -1.9359
H -2.1895 -6.7507 -2.0674
H 0.2741 -7.0789 -1.5685
H 2.3268 -6.2509 -0.4922
H 2.3350 -4.0830 0.6958
H 0.2564 -2.6784 0.7079
Br 4.9099 4.4289 -3.1648
C 3.1833 3.7617 -2.7316
C 2.1947 4.5780 -2.3579
C 0.8561 4.1022 -2.1640
C 0.5509 2.7863 -2.2200
C 1.6833 1.8071 -2.3351
C 2.9611 2.3103 -3.0035
N -0.7218 2.2841 -1.9306
C -1.7250 3.0477 -2.1952
C -3.1352 2.7730 -1.8788
C -4.0447 3.8049 -2.1049
C -5.3884 3.6198 -1.8116
C -5.8008 2.3965 -1.3358
C -4.8501 1.4024 -1.1456
N -3.5526 1.5753 -1.3791
H 2.3846 5.6325 -2.2202
H 0.1013 4.8390 -1.9343
H 2.0246 -0.1368 -3.0884
H 4.0135 0.4921 -3.1729
H -1.5596 3.9928 -2.7149
H -3.6916 4.7482 -2.4972
H -6.0945 4.4215 -1.9700
H -6.8419 2.1995 -1.1242
H -5.1429 0.4119 -0.8126
C -1.7993 -2.7312 3.6493
As -2.0178 -1.2693 2.3728
C -3.9583 -1.1975 2.2529
C -1.6135 0.4715 3.3799
C -2.0118 0.2584 4.7656
C -3.2994 0.6167 5.2171
C -3.6087 0.5475 6.5549
C -2.6655 0.0608 7.4657
C -1.3874 -0.3052 7.0326
C -1.0680 -0.2315 5.6972
H -2.5943 -2.6790 4.3928
H -0.8255 -2.6747 4.1303
H -1.8788 -3.6762 3.1107
H -4.3841 -0.9841 3.2321
H -4.3549 -2.1549 1.9190
H -4.2759 -0.4297 1.5466
H -2.1946 1.2372 2.8669
H -0.5486 0.6452 3.2704
H -4.0255 1.0045 4.5139
H -4.5807 0.8641 6.9031
H -2.9332 -0.0449 8.5076
H -0.6548 -0.6504 7.7477
H -0.0768 -0.4963 5.3527
F 2.8093 2.1278 -4.3717
C 4.2001 1.4258 -2.6151
C 5.4840 1.9097 -3.2012
F 5.4984 1.8752 -4.5005
C 6.7260 1.8547 -2.5126
C 6.6777 1.4743 -1.1144
C 5.5253 1.1241 -0.4970
F 5.5503 0.7548 0.7729
C 4.2552 1.0951 -1.1582
C 3.1127 0.6787 -0.5521
C 1.8010 0.8289 -1.2078
N 1.3878 0.3950 -2.4985
C 3.0295 0.2792 0.8044
N 2.7881 -0.0591 1.8744
F 7.8010 1.4656 -0.4348
C 7.9180 2.1986 -3.1432
C 7.9399 2.7789 -4.4344
N 7.9794 3.2807 -5.4687
C 9.1952 2.0258 -2.5589
N 10.2586 1.8631 -2.1520
```

Values from the calculation:
net charge	+3
energy relative to the best compared isomer or geometry (same formula, charge and spin)	184.5	kcal per mole